[1]
Here is a structure of composition C36H42BMnN2O7P2 from the OMol25 dataset. Energies are from the ωB97M-V functional and the def2-TZVPD basis.

CARTESIAN COORDINATES (ANGSTROEM)
Mn -0.182 0.356 0.397
O 0.321 2.372 0.375
C -0.838 3.248 0.173
C -2.074 2.371 0.112
N -1.759 1.126 -0.633
C -2.807 0.059 -0.455
C -2.377 -0.894 0.667
O -3.114 -1.185 1.564
O -1.106 -1.301 0.534
C -1.457 1.406 -2.047
C -0.354 0.537 -2.599
O -0.008 0.388 -3.709
O 0.313 -0.147 -1.522
H 1.059 2.889 0.718
H -0.675 3.818 -0.739
H -0.917 3.947 1.004
H -2.895 2.930 -0.346
H -2.388 2.067 1.110
H -2.870 -0.519 -1.378
H -3.783 0.495 -0.248
H -1.116 2.434 -2.174
H -2.330 1.288 -2.692
N 1.553 -1.945 -0.206
P 1.985 -1.224 1.269
C 3.558 -0.458 1.045
C 4.586 -1.223 0.480
C 5.826 -0.646 0.279
C 6.044 0.680 0.644
C 5.026 1.439 1.210
C 3.779 0.871 1.411
C 1.993 -2.616 2.370
C 3.096 -2.823 3.200
C 3.069 -3.881 4.095
C 1.951 -4.703 4.171
C 0.842 -4.472 3.363
C 0.849 -3.420 2.464
P 1.405 -1.386 -1.762
C 0.764 -2.772 -2.621
C -0.374 -2.761 -3.434
C -0.769 -3.931 -4.059
C -0.034 -5.098 -3.894
C 1.098 -5.113 -3.088
C 1.503 -3.959 -2.443
C 2.836 -0.635 -2.415
C 3.640 -1.373 -3.293
C 4.787 -0.792 -3.810
C 5.121 0.510 -3.464
C 4.314 1.248 -2.601
C 3.169 0.683 -2.074
H 0.925 -2.735 -0.048
H 4.418 -2.259 0.206
H 6.630 -1.230 -0.149
H 7.021 1.120 0.496
H 5.214 2.462 1.506
H 2.998 1.453 1.887
H 3.962 -2.176 3.148
H 3.923 -4.064 4.734
H 1.940 -5.528 4.872
H -0.031 -5.105 3.443
H -0.045 -3.213 1.881
H -0.950 -1.865 -3.593
H -1.651 -3.930 -4.684
H -0.347 -6.004 -4.395
H 1.664 -6.026 -2.960
H 2.382 -3.985 -1.809
H 3.367 -2.376 -3.592
H 5.407 -1.349 -4.499
H 6.010 0.964 -3.883
H 4.577 2.268 -2.355
H 2.541 1.266 -1.411
C 1.168 2.466 4.245
C 0.684 1.050 4.480
C 0.869 0.626 5.916
O 1.560 0.177 3.617
B 0.878 0.001 2.487
O -0.382 0.505 2.441
C -0.739 0.765 3.917
C -1.701 1.920 3.969
C -1.352 -0.529 4.396
H 2.241 2.512 4.427
H 0.682 3.158 4.933
H 0.964 2.805 3.224
H 1.855 0.925 6.267
H 0.766 -0.450 6.038
H 0.126 1.120 6.545
H -1.338 2.789 3.421
H -1.844 2.218 5.010
H -2.673 1.615 3.581
H -0.631 -1.349 4.393
H -2.194 -0.799 3.760
H -1.714 -0.396 5.417

## Properties
orbital gap (spin up / spin down)	8.616 / 8.705	eV
M	742.4	u
spin multiplicity	2
charge	+3
energy	-3891.00698	a.u.


[2]
Here is the ion FHNO2S with charge -1 in a non-equilibrium geometry from the OMol25 dataset. Energies are from the ωB97M-V functional and the def2-TZVPD basis.

CARTESIAN COORDINATES (ANGSTROEM)
N 0.238 -0.458 -0.536
O -0.382 -0.364 1.725
O 0.694 1.670 0.825
F 0.426 -0.295 -2.064
S -0.349 0.657 0.658
H -0.627 -1.209 -0.610

## Properties
orbital gap	7.970	eV
relative energy (zero: lowest compared OMol25 entry of this formula, charge and spin)	259.6	kJ/mol
M	98.1	u
charge	-1
energy	-703.84149	a.u.


[3]
Here is a cluster of 6 separate species, C15H35ClN5O5 in total in a non-equilibrium geometry from the OMol25 dataset. Energies are from the ωB97M-V functional and the def2-TZVPD basis.

CARTESIAN COORDINATES (ANGSTROEM)
Cl 1.335 -0.810 0.842
C -0.484 -1.786 4.460
C -0.410 -0.307 4.777
O -1.277 0.288 5.443
N 0.626 0.277 4.293
C 0.914 1.671 4.499
H -0.071 -2.472 5.199
H -0.240 -2.081 3.439
H -1.559 -1.960 4.507
H 1.118 -0.144 3.518
H 0.526 1.958 5.476
H 0.546 2.231 3.639
H 1.993 1.736 4.357
C 2.667 5.873 -1.644
C 2.133 5.024 -0.638
O 1.447 5.484 0.261
N 2.240 3.710 -0.885
C 1.446 2.688 -0.186
H 1.888 5.803 -2.404
H 3.659 5.579 -1.987
H 2.649 6.922 -1.351
H 2.980 3.428 -1.511
H 0.792 2.284 -0.958
H 0.897 3.062 0.678
H 2.040 1.852 0.183
C 0.777 -5.157 2.942
C -0.197 -5.822 1.902
O -0.659 -6.856 2.284
N -0.674 -5.290 0.808
C -0.182 -4.076 0.183
H 0.256 -4.603 3.722
H 1.499 -4.467 2.504
H 1.400 -5.977 3.300
H -1.538 -5.700 0.481
H -0.946 -3.412 -0.223
H 0.574 -4.271 -0.577
H 0.328 -3.539 0.982
C -0.054 -0.357 -5.798
C -0.308 -0.646 -4.338
O -1.234 -0.121 -3.739
N 0.536 -1.440 -3.714
C 0.368 -1.835 -2.306
H 0.021 -1.251 -6.416
H 0.712 0.400 -5.972
H -0.987 0.148 -6.050
H 1.338 -1.728 -4.256
H 1.326 -2.238 -1.977
H -0.393 -2.609 -2.208
H 0.010 -0.982 -1.730
C -2.109 0.341 0.048
C -2.738 1.613 -0.472
O -3.443 2.249 0.293
N -2.427 1.932 -1.723
C -2.779 3.227 -2.368
H -2.089 -0.369 -0.778
H -2.505 -0.207 0.903
H -1.063 0.490 0.318
H -1.939 1.341 -2.382
H -3.479 3.254 -3.203
H -1.867 3.743 -2.670
H -3.390 3.906 -1.774

## Properties
orbital gap	7.765	eV
relative energy (zero: lowest compared OMol25 entry of this formula, charge and spin)	344.1	kJ/mol
M	400.9	u
charge	-1
energy	-1702.84556	a.u.


[4]
Here is a structure of composition C42H67NO6P3SiTeTl in a non-equilibrium geometry from the OMol25 dataset. Energies are from the ωB97M-V functional and the def2-TZVPD basis.

CARTESIAN COORDINATES (ANGSTROEM)
Tl -2.487 1.145 0.688
C 2.861 3.121 -1.349
Si 1.889 1.938 -0.207
C 2.360 0.296 -1.189
C 3.731 0.028 -1.257
C 4.257 -1.014 -2.003
C 3.398 -1.830 -2.723
C 2.031 -1.603 -2.667
C 1.490 -0.557 -1.915
P -0.330 -0.213 -1.814
C -0.671 0.399 -3.561
C 0.186 1.651 -3.782
C -0.226 2.382 -5.058
C -0.120 1.453 -6.268
C -0.961 0.198 -6.046
C -0.537 -0.531 -4.766
C -1.234 -1.872 -1.754
C -0.772 -3.130 -2.513
C -1.916 -4.148 -2.679
C -2.883 -4.078 -1.503
C -3.609 -2.725 -1.505
C -2.714 -1.607 -2.069
C 2.816 1.762 1.472
C 3.878 2.653 1.647
C 4.494 2.860 2.872
C 4.018 2.198 3.987
C 2.983 1.288 3.842
C 2.402 1.016 2.603
P 1.073 -0.255 2.464
C 0.646 -0.625 4.261
C 1.590 -1.460 5.155
C 0.811 -2.273 6.203
C -0.348 -1.447 6.754
C -1.387 -1.190 5.646
C -0.751 -1.257 4.254
C 2.166 -1.710 1.969
C 3.598 -1.751 2.539
C 4.107 -3.191 2.673
C 3.704 -4.006 1.447
C 2.173 -4.156 1.361
C 1.442 -3.050 2.139
H 3.918 2.844 -1.395
H 2.789 4.153 -1.002
H 2.464 3.076 -2.366
H 4.412 0.659 -0.690
H 5.327 -1.187 -2.030
H 3.788 -2.641 -3.328
H 1.382 -2.257 -3.231
H -1.719 0.722 -3.504
H 1.239 1.357 -3.855
H 0.091 2.307 -2.913
H 0.405 3.263 -5.207
H -1.260 2.729 -4.961
H 0.928 1.165 -6.413
H -0.449 1.971 -7.174
H -0.869 -0.476 -6.904
H -2.015 0.485 -5.963
H 0.505 -0.851 -4.872
H -1.163 -1.416 -4.646
H -1.180 -2.093 -0.680
H 0.043 -3.597 -1.957
H -0.394 -2.884 -3.505
H -1.494 -5.152 -2.784
H -2.474 -3.931 -3.597
H -2.327 -4.201 -0.568
H -3.607 -4.894 -1.556
H -3.911 -2.481 -0.490
H -4.516 -2.797 -2.113
H -3.026 -0.650 -1.644
H -2.839 -1.537 -3.156
H 4.216 3.237 0.798
H 5.317 3.561 2.962
H 4.442 2.385 4.967
H 2.619 0.790 4.729
H 0.522 0.376 4.693
H 2.288 -0.804 5.684
H 2.195 -2.144 4.563
H 1.491 -2.573 7.006
H 0.414 -3.188 5.754
H 0.052 -0.497 7.125
H -0.810 -1.955 7.605
H -1.837 -0.205 5.788
H -2.194 -1.923 5.700
H -1.395 -0.743 3.547
H -0.690 -2.296 3.918
H 2.246 -1.558 0.894
H 3.665 -1.248 3.506
H 4.252 -1.201 1.857
H 3.693 -3.660 3.572
H 5.196 -3.187 2.783
H 4.179 -4.991 1.471
H 4.068 -3.486 0.557
H 1.865 -5.131 1.752
H 1.878 -4.114 0.311
H 1.375 -3.331 3.192
H 0.416 -2.955 1.771
O -0.972 2.616 2.622
H -1.690 3.254 2.511
H -0.323 2.827 1.903
O 0.236 1.970 -0.348
O 0.727 3.161 0.442
N -4.262 -1.906 2.162
C -3.713 -0.925 1.860
C -2.078 5.716 0.003
C -2.972 5.082 -1.051
O -4.343 5.077 -0.668
P -4.917 3.835 0.256
O -3.949 3.516 1.340
Te -7.165 4.355 0.532
O -4.709 2.584 -0.827
C -5.472 2.576 -2.025
C -4.600 2.066 -3.163
H -1.076 5.869 -0.401
H -2.013 5.059 0.867
H -2.498 6.673 0.319
H -2.629 4.060 -1.250
H -2.924 5.654 -1.984
H -5.838 3.583 -2.243
H -6.345 1.926 -1.901
H -3.698 2.677 -3.238
H -5.142 2.102 -4.109
H -4.298 1.037 -2.961

## Properties
orbital gap	6.374	eV
relative energy (zero: lowest compared OMol25 entry of this formula, charge and spin)	0.0	kJ/mol
M	1135.0	u
charge	-2
energy	-3901.02135	a.u.


[5]
Here is a structure of composition C15H30BCl2F4N3S5SeW from the OMol25 dataset. Energies are from the ωB97M-V functional and the def2-TZVPD basis.

CARTESIAN COORDINATES (ANGSTROEM)
W -0.457 -0.068 0.573
C -3.693 2.412 -0.220
C -2.366 3.149 -0.130
S -0.707 2.325 -0.033
C -0.121 2.274 -1.752
C -0.772 1.227 -2.638
S -1.278 -0.223 -1.661
C -1.006 -1.679 -2.719
C -2.342 -2.173 -3.270
S -3.591 -2.450 -1.989
C -4.785 -1.088 -2.217
C -4.738 0.006 -1.142
S -4.058 1.569 -1.785
H -4.449 3.183 -0.055
H -3.799 1.696 0.590
H -2.359 3.761 0.773
H -2.223 3.825 -0.976
H 0.940 2.065 -1.647
H -0.237 3.273 -2.173
H -0.072 0.890 -3.403
H -1.688 1.587 -3.101
H -0.515 -2.429 -2.100
H -0.315 -1.371 -3.504
H -2.159 -3.133 -3.754
H -2.729 -1.498 -4.032
H -5.760 -1.570 -2.194
H -4.667 -0.689 -3.225
H -4.117 -0.323 -0.311
H -5.740 0.203 -0.763
Se -2.304 0.257 2.239
C -3.302 -1.252 1.900
N -3.931 -2.194 1.690
F 1.964 2.208 1.815
B 1.255 1.724 2.862
F 0.762 0.144 2.128
F 1.931 1.272 3.912
F 0.023 2.239 3.041
Cl -0.613 -2.627 3.792
C -1.056 -3.512 2.375
Cl -0.485 -2.674 0.821
H -2.131 -3.596 2.268
H -0.536 -4.462 2.322
C 2.835 -2.287 1.740
N 3.405 -0.963 1.522
C 4.250 -0.488 2.626
C 3.158 -0.215 0.461
S 1.726 -0.468 -0.565
N 4.032 0.708 0.077
C 5.480 0.519 0.237
C 3.650 1.887 -0.695
H 3.642 -2.962 2.024
H 2.375 -2.655 0.830
H 2.104 -2.249 2.547
H 3.746 -0.753 3.553
H 4.341 0.593 2.583
H 5.233 -0.955 2.608
H 5.700 -0.521 0.454
H 5.888 1.158 1.019
H 5.949 0.780 -0.711
H 2.677 2.239 -0.370
H 3.660 1.682 -1.767
H 4.373 2.672 -0.480

## Properties
orbital gap (spin up / spin down)	5.647 / 5.979	eV
relative energy (zero: lowest compared OMol25 entry of this formula, charge and spin)	188.6	kJ/mol
M	833.3	u
spin multiplicity	3
charge	+2
energy	-6557.63576	a.u.


[6]
Here is a cluster of 2 separate species, C5H6N5O in total in a non-equilibrium geometry from the OMol25 dataset. Energies are from the ωB97M-V functional and the def2-TZVPD basis.

CARTESIAN COORDINATES (ANGSTROEM)
C -2.243 0.049 -0.140
C 0.650 -1.833 -0.138
C 2.018 -1.131 0.093
C 1.330 0.046 -0.615
C 1.079 1.286 0.227
N -3.582 1.029 0.985
N -2.413 0.444 1.100
N -3.157 0.329 -1.034
N -4.022 0.963 -0.271
N 0.158 -0.800 -0.813
O 0.257 -2.941 0.171
H 2.246 -0.962 1.145
H 2.866 -1.586 -0.419
H 1.790 0.333 -1.577
H 0.468 1.989 -0.336
H 2.016 1.773 0.495
H 0.536 1.012 1.129

## Properties
orbital gap (spin up / spin down)	7.683 / 7.042	eV
relative energy (zero: lowest compared OMol25 entry of this formula, charge and spin)	361.4	kJ/mol
M	152.1	u
charge	-1
energy	-543.01280	a.u.


- Which of these has the highest energy?
  C5H6N5O


- Which formula does entry 5 have?
  C15H30BCl2F4N3S5SeW